Record 1
The following is a quantum chemistry calculation of a structure of composition C2H3FO2Rb, from OMol25.

total energy	-352.24537	hartree
HOMO-LUMO gap (spin up / spin down)	5.96 / 5.46	eV
<S²>	0.76
spin multiplicity	2
HOMO (spin up / spin down)	-6.631 / -6.118	eV
ΔE to the lowest compared entry with this formula, charge and spin	342.23	kJ/mol

```
9
C2H3FO2Rb, DFT ωB97M-V/def2-TZVPD
C -0.780 -0.792 -0.273
C -1.266 0.290 0.411
H -1.071 -1.766 0.128
H -0.754 -0.710 -1.367
F -0.768 1.528 0.107
H -1.694 0.291 1.413
O 2.414 -0.436 0.550
O 1.622 -0.609 -0.542
Rb 2.297 2.203 -0.427
```

Mulliken atomic charge list, values in e, 2 entries: -0.4821, -0.0212

***

Record 2
The following is a quantum chemistry calculation of a structure of composition C21H56N3O14S3, from OMol25.

total energy	-3245.77087	hartree
HOMO-LUMO gap	6.88	eV
net charge	-1
HOMO	-5.159	eV

```
97
C21H56N3O14S3, DFT ωB97M-V/def2-TZVPD
C 5.639 -1.735 2.576
O 6.427 -0.834 1.835
C 6.209 -0.903 0.449
C 6.423 0.437 -0.234
C 5.200 1.356 -0.380
S 4.249 1.587 1.111
O 3.449 0.385 1.241
O 5.187 1.869 2.169
N 3.390 2.860 0.677
S 2.513 3.602 1.767
O 3.071 4.898 2.105
O 2.102 2.811 2.909
C 1.016 3.941 0.836
C -0.225 4.003 1.713
C -1.225 2.878 1.458
C -2.521 3.116 2.255
C -3.796 2.919 1.410
C -4.126 1.434 1.337
C -5.489 1.112 0.723
S -6.802 1.796 1.767
C -8.203 1.043 1.061
N -9.427 1.468 1.031
N -10.136 0.506 0.341
C -9.322 -0.427 0.001
O -8.035 -0.140 0.436
H 4.651 -1.320 2.788
H 6.134 -1.886 3.533
H 5.500 -2.690 2.076
H 6.945 -1.612 0.034
H 5.226 -1.310 0.207
H 7.254 0.971 0.218
H 6.721 0.205 -1.258
H 5.526 2.325 -0.746
H 4.540 0.893 -1.111
H 0.913 3.182 0.065
H 1.176 4.897 0.346
H 0.012 4.028 2.774
H -0.762 4.928 1.492
H -0.799 1.897 1.651
H -1.499 2.953 0.403
H -2.572 2.386 3.062
H -2.504 4.125 2.659
H -4.610 3.456 1.897
H -3.627 3.283 0.399
H -4.110 0.973 2.326
H -3.394 0.909 0.725
H -5.585 0.032 0.668
H -5.582 1.494 -0.291
H -9.483 -1.345 -0.528
C 5.326 -5.881 3.782
O 5.532 -5.028 2.664
H 5.165 -5.245 4.648
H 4.447 -6.516 3.641
H 6.200 -6.513 3.966
H 5.675 -5.580 1.891
C -1.282 4.238 -2.303
O -2.593 4.402 -1.739
H -0.875 3.306 -1.927
H -1.330 4.212 -3.391
H -0.642 5.063 -1.981
H -2.948 5.233 -2.064
C 8.633 3.579 1.312
O 8.343 3.723 -0.078
H 8.594 2.519 1.546
H 9.632 3.962 1.546
H 7.890 4.096 1.922
H 8.364 4.657 -0.294
C -7.433 -4.286 -0.104
O -6.446 -3.283 0.101
H -7.020 -5.049 -0.756
H -7.717 -4.745 0.846
H -8.317 -3.859 -0.587
H -6.835 -2.618 0.676
C -3.619 -6.429 -0.423
O -4.908 -6.250 0.159
H -3.235 -7.388 -0.084
H -3.674 -6.434 -1.516
H -2.932 -5.641 -0.107
H -5.242 -5.399 -0.140
C -7.535 -8.144 -1.389
O -6.406 -8.900 -1.808
H -8.427 -8.708 -1.652
H -7.509 -7.990 -0.307
H -7.562 -7.176 -1.898
H -5.624 -8.396 -1.565
C 1.488 2.534 -4.617
O 1.228 3.598 -3.705
H 0.881 1.684 -4.318
H 1.221 2.821 -5.639
H 2.538 2.241 -4.584
H 1.770 4.345 -3.970
C 5.400 1.417 -4.918
O 4.375 0.434 -5.022
H 4.917 2.382 -4.793
H 6.039 1.231 -4.051
H 6.016 1.444 -5.822
H 4.799 -0.421 -5.128
```

Mulliken atomic charge list, values in e, 2 entries: -0.5571, -0.3347

***

F_max in eV Å⁻¹, matching the order above: 3.7; 1.6